1.
40
Properties=species:S:1:pos:R:3 method="wB97M-V/def2-TZVPD" smiles="C=CCSC1=C(C#N)[C@H](c2ccccc2OCC)CC(=O)N1" homo_energy_ev=-8.43 relative_energy_kcal_mol=52.8 orbital_gap_ev=8.70 energy_ev=-35830.9087
C -5.2889 -0.2484 0.5805
C -4.9992 0.4377 -0.5116
C -4.1927 1.6843 -0.5155
H -4.7108 2.4894 -1.0368
H -3.9228 2.0095 0.4886
S -2.6231 1.5169 -1.4795
C -1.7316 0.4136 -0.4173
C -0.5990 0.7767 0.2150
C -0.1124 2.0907 0.1464
N 0.2539 3.1791 0.1288
C 0.1734 -0.2714 0.9961
C 1.1800 -0.8935 0.0506
C 0.9938 -2.1205 -0.5600
C 1.9286 -2.6183 -1.4543
C 3.0578 -1.8794 -1.7454
C 3.2662 -0.6494 -1.1442
C 2.3344 -0.1451 -0.2462
O 2.4264 1.0477 0.3977
C 3.4653 1.9569 0.0921
C 4.7468 1.6619 0.8652
H 4.5449 1.6783 1.9333
H 5.4928 2.4176 0.6361
H 5.1439 0.6830 0.6066
H 3.0607 2.9289 0.3892
H 3.6514 1.9781 -0.9876
H 4.1571 -0.0922 -1.3859
H 3.7904 -2.2572 -2.4429
H 1.7687 -3.5790 -1.9186
H 0.1168 -2.7090 -0.3413
C -0.8134 -1.2574 1.6193
C -1.8588 -1.7687 0.6532
O -2.3765 -2.8588 0.7133
N -2.2407 -0.8615 -0.3010
H -2.9973 -1.1314 -0.9174
H -0.2912 -2.1097 2.0552
H -1.3595 -0.7552 2.4255
H 0.7329 0.2301 1.7925
H -5.3379 0.1050 -1.4842
H -5.8740 -1.1506 0.5492
H -4.9562 0.0713 1.5549

---

2.
42
Properties=species:S:1:pos:R:3 method="wB97M-V/def2-TZVPD" smiles="COc1ccc(CCNC(=O)COC(=O)c2ccc[nH]c2=O)cc1" homo_energy_ev=-8.35 relative_energy_kcal_mol=27.3 orbital_gap_ev=8.21 energy_ev=-31139.6905
C -3.4308 -2.2058 -1.0212
H -4.5027 -2.0509 -0.9008
O -2.8404 -1.7326 0.1704
C -1.4839 -1.8287 0.2940
C -0.6364 -2.4128 -0.6385
C 0.7240 -2.4696 -0.3943
C 1.2786 -1.9378 0.7613
C 0.4225 -1.3427 1.6805
C -0.9382 -1.2961 1.4608
H -1.6019 -0.8454 2.1830
H 0.8263 -0.9127 2.5861
C 2.7612 -1.9876 1.0215
H 3.0693 -3.0150 1.2335
H 2.9876 -1.3802 1.8992
C 3.5907 -1.4654 -0.1630
N 3.0676 -0.2180 -0.6699
C 3.4303 0.9722 -0.1676
O 4.3343 1.1469 0.6205
C 2.5946 2.1395 -0.7284
H 3.0501 3.0824 -0.4228
H 2.5437 2.0674 -1.8203
O 1.2771 2.1569 -0.1846
C 0.3485 1.3706 -0.7546
O 0.5881 0.6309 -1.6790
C -0.9642 1.5255 -0.0989
C -1.0620 2.0648 1.1556
C -2.2970 2.1547 1.8206
C -3.4067 1.6828 1.1870
N -3.3208 1.1801 -0.0541
C -2.1439 1.0448 -0.8008
O -2.2144 0.5822 -1.9176
H -4.1451 0.8041 -0.5078
H -4.3855 1.6938 1.6443
H -2.3599 2.5675 2.8124
H -0.1650 2.4058 1.6495
H 2.2377 -0.2656 -1.2518
H 4.6175 -1.2868 0.1644
H 3.5962 -2.1865 -0.9825
H 1.3599 -2.9414 -1.1288
H -1.0189 -2.8180 -1.5606
H -3.2408 -3.2734 -1.1660
H -3.0693 -1.6417 -1.8862